No. 1
Here is a molecular structure, C33H40IrN3O4S3 from the OMol25 dataset. Energies are from the ωB97M-V functional and the def2-TZVPD basis.

Properties
charge: +3
HOMO energy (spin up / spin down): -16.79 / -16.73 eV
energy relative to the best compared isomer or geometry (same formula, charge and spin): 51.1 kcal per mole
multiplicity: 2

```
84
C33H40IrN3O4S3, DFT the ωB97M-V functional and the def2-TZVPD basis
Ir -0.27 -0.67 0.34
S -2.65 -1.30 0.01
S -0.81 -1.08 2.70
S -0.10 -3.21 0.24
O 6.82 1.73 2.77
O 1.83 -1.27 0.57
O 5.98 3.05 4.26
O 0.74 0.80 1.86
N -0.80 1.42 -0.14
N 5.91 2.23 3.37
N -0.11 -0.50 -1.83
C -0.97 2.49 0.81
C 1.24 -2.31 -2.92
C -2.57 -2.78 -0.99
C -0.07 4.48 1.80
C 2.92 -0.75 0.92
C 0.02 -2.66 2.96
C 1.33 3.35 0.06
C 4.55 1.78 3.00
C -3.24 -2.00 1.59
C 4.40 0.78 2.10
C 3.09 0.38 1.73
C 0.08 3.42 0.91
C -2.58 -1.40 2.81
C -2.25 -0.89 -3.76
C -0.71 1.74 -1.38
C 1.29 -3.32 -3.88
C 2.16 2.03 3.24
C -0.19 0.69 -2.30
C -0.91 -2.78 -4.65
C -1.12 3.05 -1.96
C -1.62 -3.86 -0.51
C 0.22 -3.57 -4.72
C 0.21 1.09 -3.68
C -0.29 -3.75 1.98
C -3.37 1.79 1.27
C 1.96 1.05 2.25
C 3.43 2.39 3.60
C 0.06 -1.58 -2.80
C -1.21 4.61 2.56
C -2.25 3.71 2.42
C 2.50 -2.00 -2.16
C -2.16 2.65 1.53
C -1.01 -1.76 -3.71
H -2.06 -4.55 0.21
H -0.20 -2.98 3.98
H -0.65 1.44 -4.26
H -1.54 3.70 -1.20
H -1.88 2.87 -2.73
H -3.17 3.86 2.98
H -1.30 5.44 3.26
H 1.22 3.99 -0.82
H 5.28 0.29 1.69
H 3.36 -2.28 -2.77
H -4.13 1.95 2.03
H 1.08 -2.38 2.93
H -2.99 -0.41 3.02
H -3.14 -1.50 -3.94
H -0.29 3.54 -2.45
H -4.31 -1.80 1.61
H 3.82 -1.30 0.62
H -2.43 -0.30 -2.87
H -3.10 0.74 1.24
H 2.58 -0.94 -1.92
H -2.25 -2.42 -1.96
H 1.29 2.49 3.69
H -1.72 -2.93 -5.35
H -1.30 -4.15 2.11
H 2.18 3.74 0.62
H 0.73 5.21 1.88
H 3.61 3.14 4.36
H 0.41 -4.58 2.13
H -2.19 -0.21 -4.61
H 1.57 2.34 -0.27
H -2.76 -2.01 3.69
H -1.31 -4.46 -1.37
H -3.59 -3.16 -1.09
H 0.90 1.93 -3.61
H 0.29 -4.35 -5.47
H 2.56 -2.57 -1.24
H -3.11 -3.08 1.53
H 0.68 0.27 -4.22
H 2.21 -3.89 -3.99
H -3.82 2.03 0.30
```


No. 2
Here is a molecular structure, C37H40Br2ClN3O4P2SiZr from the OMol25 dataset. Energies are from the ωB97M-V functional and the def2-TZVPD basis.

Properties
charge: +2
HOMO energy: -12.86 eV
energy relative to the best compared isomer or geometry (same formula, charge and spin): 17.4 kcal per mole
multiplicity: 1

```
91
C37H40Br2ClN3O4P2SiZr, DFT the ωB97M-V functional and the def2-TZVPD basis
Zr 0.68 0.15 -0.16
Br 2.04 2.10 -1.83
Br 3.70 -0.57 -1.49
Cl 0.59 -4.40 -4.29
P 2.95 0.15 1.74
P 0.66 2.29 1.58
Si -1.55 0.89 -1.54
O -0.37 -6.21 -2.15
O 0.55 -1.40 1.02
O -0.47 -3.35 1.41
O -0.72 -5.68 -0.03
N -1.35 0.25 1.51
N 0.87 -2.27 -2.78
N 0.66 -1.78 -1.54
C 2.11 0.62 3.28
C 3.34 -1.62 1.97
C 2.01 3.50 1.38
C -2.99 -2.75 -2.80
C 1.76 0.38 -5.25
C 1.76 0.41 5.65
C -4.03 3.79 0.20
C -2.33 -1.53 -2.67
C 0.20 -2.82 -0.82
C 0.68 1.28 5.57
C -3.37 4.96 -0.16
C -3.91 -3.14 -1.83
C -2.55 -0.69 -1.58
C -0.74 3.39 1.89
C -2.59 -0.86 3.53
C -0.38 -5.39 -1.28
C 0.08 -3.98 -1.58
C 1.07 -0.32 -4.27
C 0.32 1.84 4.35
C 4.60 0.91 1.87
C -4.17 -2.31 -0.75
C 0.49 -3.56 -2.84
C 3.42 -1.36 -5.32
C -2.20 4.89 -0.91
C -1.70 3.65 -1.29
C -3.49 -1.10 -0.61
C -3.52 2.55 -0.19
C -4.03 -1.28 3.19
C -1.89 -0.25 2.38
C 1.05 1.52 3.20
C 3.61 1.10 -2.40
C 2.74 -2.05 -4.33
C 1.57 -1.52 -3.82
C 2.93 -0.13 -5.78
C 0.04 -2.58 0.64
C -2.34 2.47 -0.93
C 2.47 0.08 4.51
H 4.26 -1.72 2.54
H -1.99 -1.72 3.84
H -0.70 -4.90 0.55
H 4.48 1.70 -2.15
H 4.34 -1.77 -5.73
H 5.26 0.48 1.12
H -4.07 1.66 0.09
H 2.14 4.04 2.31
H -0.46 4.07 2.69
H -0.51 2.53 4.30
H 4.57 1.99 1.74
H -4.44 -4.08 -1.94
H -3.71 -0.47 0.24
H 1.74 4.20 0.59
H 0.13 0.05 -3.88
H 4.99 0.69 2.87
H -2.57 -0.14 4.34
H -4.63 -0.43 2.89
H -2.80 -3.38 -3.66
H 3.13 -3.00 -3.97
H -0.94 3.96 0.98
H -1.64 2.84 2.14
H -1.32 1.20 -2.95
H -3.77 5.93 0.13
H -4.91 -2.60 -0.02
H 3.49 0.92 -3.46
H -1.65 -1.23 -3.46
H 0.12 1.53 6.46
H 3.49 -2.12 1.02
H -0.80 3.62 -1.90
H -4.48 -1.73 4.07
H 3.46 0.40 -6.56
H 2.53 -2.11 2.50
H 2.04 -0.02 6.61
H -4.03 -2.02 2.39
H 1.35 1.32 -5.62
H 3.30 -0.61 4.58
H -1.69 5.80 -1.22
H 2.95 3.02 1.10
H -4.95 3.85 0.76
```


No. 3
Here is a molecular structure, C48H28BrIrN6S2 from the OMol25 dataset. Energies are from the ωB97M-V functional and the def2-TZVPD basis.

Properties
charge: -1
HOMO energy (spin up / spin down): -3.38 / -4.75 eV
energy relative to the best compared isomer or geometry (same formula, charge and spin): 3.1 kcal per mole
multiplicity: 6

```
86
C48H28BrIrN6S2, DFT the ωB97M-V functional and the def2-TZVPD basis
Ir -0.09 -0.39 0.27
Br 1.09 1.89 1.22
S -0.40 3.91 -0.39
S 2.58 2.60 -1.31
N -0.75 6.02 -3.32
N -0.47 -0.92 2.18
N -1.90 0.52 0.19
N 1.66 -1.42 0.32
N 0.19 -0.04 -1.70
N 2.79 4.40 -4.45
C 2.50 -0.89 -1.92
C 5.15 -0.05 -4.49
C -0.77 0.37 -2.59
C -2.01 0.92 -2.24
C -0.22 5.23 -2.66
C -2.87 1.47 -3.31
C -3.56 1.92 -0.52
C -2.46 1.07 -0.92
C 1.70 3.72 -2.23
C 5.32 -2.38 -3.96
C -3.39 2.35 5.74
C 3.06 -5.43 5.13
C 1.41 -2.45 2.53
C 2.29 4.11 -3.44
C -0.27 0.21 -3.92
C -5.40 1.57 4.68
C -2.61 0.96 1.28
C -3.23 3.00 -5.15
C -2.40 2.44 -4.19
C 2.13 -2.13 1.38
C -2.41 0.54 2.59
C 2.03 -5.74 4.26
C 1.00 -0.23 -3.83
C -4.64 1.02 3.66
C 1.99 -3.47 3.45
C 3.50 -2.49 1.13
C -3.62 1.87 0.83
C -5.03 1.61 -4.39
C 3.03 -3.16 4.33
C -3.25 1.12 3.66
C -1.46 -0.42 2.97
C 4.26 -2.26 -3.08
C -4.55 2.59 -5.25
C 1.30 -0.39 -2.43
C 1.50 -4.77 3.43
C -1.43 -1.09 4.24
C -4.20 1.06 -3.43
C -4.78 2.24 5.73
C 3.84 -1.98 -0.08
C 0.41 4.29 -1.83
C -2.64 1.79 4.72
C 3.56 -4.13 5.16
C 3.63 -1.03 -2.87
C 5.77 -1.27 -4.67
C 0.20 -1.86 2.90
C -0.42 -2.00 4.19
C 2.66 -1.35 -0.62
C 4.09 0.07 -3.60
H -5.21 3.04 -5.99
H 3.41 -2.15 4.35
H -2.91 2.88 6.55
H 4.38 -3.88 5.83
H -1.56 1.89 4.73
H 4.13 -3.05 1.80
H 3.48 -6.19 5.78
H -1.38 2.79 -4.10
H -4.57 0.30 -2.76
H -2.11 -0.90 5.05
H 5.48 0.82 -5.04
H 1.64 -6.75 4.22
H 3.88 -3.14 -2.57
H 5.79 -3.34 -4.10
H -5.12 0.48 2.85
H -4.29 2.43 1.47
H 4.80 -2.02 -0.56
H -0.11 -2.69 4.96
H -0.84 0.41 -4.82
H -5.37 2.67 6.52
H -2.85 3.77 -5.80
H -6.06 1.28 -4.47
H 1.68 -0.46 -4.64
H 6.60 -1.36 -5.36
H 0.69 -5.01 2.74
H 3.61 1.03 -3.46
H -6.47 1.47 4.66
H -4.15 2.52 -1.19
```


No. 4
Here is a molecular structure, BrNO5S from the OMol25 dataset. Energies are from the ωB97M-V functional and the def2-TZVPD basis.

Properties
HOMO energy: -10.13 eV
energy relative to the best compared isomer or geometry (same formula, charge and spin): 42.8 kcal per mole
multiplicity: 1

```
8
BrNO5S, DFT the ωB97M-V functional and the def2-TZVPD basis
Br 2.85 -0.14 -0.01
S -0.05 0.68 -0.01
O -2.21 -0.36 0.31
O -0.70 -1.87 -0.02
O 1.60 0.03 -1.17
O 0.47 0.67 1.30
O -0.75 1.84 -0.46
N -1.21 -0.86 0.05
```